(1)
{
  "formula": "C20H27AuN6OS2",
  "method": "wB97M-V/def2-TZVPD",
  "gap_ev": 6.3764,
  "lumo_ev": -7.607,
  "fmax_ev_per_a": 1.2,
  "total_charge": 2,
  "e_tot_ev": -57514.808,
  "species": ["Au", "N", "C", "S", "N", "N", "C", "C", "C", "C", "C", "C", "C", "C", "C", "C", "C", "C", "N", "H", "H", "H", "H", "H", "H", "H", "H", "H", "H", "H", "C", "N", "C", "S", "N", "C", "H", "H", "H", "H", "H", "H", "H", "H", "C", "C", "C", "O", "C", "H", "H", "H", "H", "H", "H", "H", "H"],
  "xyz": [[0.71676, -0.54087, 0.38146], [3.87439, 1.74292, -1.44447], [2.74114, 1.27137, -0.92401], [2.71554, -0.50357, -0.70824], [1.77015, 2.08597, -0.64775], [0.70523, 1.50502, -0.05751], [-0.25052, 2.19025, 0.47919], [-0.29636, 3.66027, 0.50361], [-0.49231, 4.31713, 1.71981], [-0.52084, 5.70084, 1.75773], [-0.37742, 6.42859, 0.58411], [-0.19091, 5.77624, -0.62768], [-0.13656, 4.39392, -0.67094], [-1.32818, 1.38262, 1.09553], [-2.55336, 1.92679, 1.43341], [-3.54816, 1.10376, 1.94677], [-3.29941, -0.24797, 2.10034], [-2.05819, -0.73530, 1.73009], [-1.10059, 0.05578, 1.25655], [4.63071, 1.13761, -1.71069], [3.97313, 2.73491, -1.59128], [-0.59918, 3.75084, 2.63745], [-0.65527, 6.21114, 2.70146], [-0.41037, 7.50925, 0.61409], [-0.08253, 6.34732, -1.53945], [0.02149, 3.88435, -1.61148], [-2.72644, 2.98118, 1.27556], [-4.51089, 1.51924, 2.21187], [-4.04617, -0.92164, 2.49452], [-1.81069, -1.78403, 1.81840], [0.36466, -5.69746, 1.94505], [0.47841, -4.25292, 2.11182], [1.53862, -3.53662, 1.76732], [1.54333, -1.81857, 2.18192], [2.57947, -4.13030, 1.22145], [3.84405, -3.51334, 0.82056], [-0.58732, -6.01854, 2.35499], [1.15971, -6.21420, 2.48615], [0.39469, -5.96901, 0.88865], [-0.24296, -3.75689, 2.60771], [2.51529, -5.12876, 1.07552], [3.94806, -2.54784, 1.30397], [3.87597, -3.39054, -0.26091], [4.65719, -4.16407, 1.13229], [-1.32009, -0.62248, -3.93567], [-1.85643, -1.92972, -3.35204], [-1.71259, -1.71175, -1.85083], [-0.66919, -0.71976, -1.68338], [-0.19114, -0.29143, -2.98142], [-2.08159, 0.15799, -3.91735], [-0.96976, -0.73425, -4.95973], [-1.24890, -2.77356, -3.68008], [-2.88800, -2.12717, -3.63525], [-1.41876, -2.61569, -1.31298], [-2.62456, -1.30623, -1.40660], [0.72144, -0.84245, -3.22349], [0.03617, 0.77163, -2.90613]],
  "forces_ev_per_angstrom": [[0.63, 0.77, 0.72], [-0.01, 0.04, -0.02], [-0.03, -0.16, -0.11], [-0.08, -0.06, 0.13], [0.03, 0.20, -0.04], [-0.18, -0.18, -0.26], [0.06, 0.05, 0.00], [0.03, -0.01, -0.02], [0.00, 0.00, -0.01], [0.00, 0.00, 0.00], [0.00, 0.00, 0.00], [-0.01, 0.00, 0.00], [-0.01, 0.01, 0.00], [-0.10, -0.03, -0.08], [-0.01, 0.00, 0.01], [0.01, 0.00, 0.00], [0.01, 0.01, 0.00], [0.04, -0.05, 0.09], [-0.02, -0.07, -0.14], [0.00, 0.00, 0.02], [-0.01, 0.00, 0.00], [0.00, 0.00, 0.00], [0.00, 0.00, 0.00], [0.00, 0.00, 0.00], [0.00, 0.00, 0.00], [0.00, 0.00, 0.00], [0.00, 0.00, 0.01], [0.00, 0.00, 0.01], [0.00, 0.00, -0.01], [0.00, 0.00, 0.01], [0.01, -0.01, 0.03], [-0.01, 0.01, -0.04], [0.03, 0.00, 0.03], [-0.27, -0.45, -0.21], [-0.01, 0.00, -0.04], [0.00, 0.01, -0.01], [0.00, 0.00, 0.00], [0.00, 0.00, 0.00], [0.01, 0.00, 0.00], [0.01, -0.01, 0.03], [0.00, 0.00, -0.01], [0.00, 0.00, 0.00], [0.00, -0.01, 0.00], [0.00, 0.01, 0.00], [0.04, -0.01, -0.06], [-0.05, -0.01, 0.02], [0.04, 0.08, -0.01], [-0.12, -0.12, -0.10], [-0.02, 0.02, 0.09], [-0.01, -0.01, 0.03], [-0.01, 0.02, -0.01], [0.02, 0.01, 0.00], [0.01, -0.02, -0.01], [-0.04, -0.02, 0.00], [-0.01, -0.03, 0.00], [0.00, 0.01, -0.02], [0.02, 0.00, -0.04]]
}

(2)
{
  "formula": "C26H70F6O14P",
  "method": "wB97M-V/def2-TZVPD",
  "gap_ev": 9.9697,
  "lumo_ev": 1.930,
  "fmax_ev_per_a": 2.6,
  "total_charge": -1,
  "e_tot_ev": -82354.817,
  "species": ["P", "F", "F", "F", "F", "F", "F", "C", "C", "C", "O", "C", "H", "H", "H", "H", "H", "H", "H", "H", "C", "C", "C", "O", "C", "H", "H", "H", "H", "H", "H", "H", "H", "C", "O", "H", "H", "H", "H", "C", "O", "H", "H", "H", "H", "C", "O", "H", "H", "H", "H", "C", "O", "H", "H", "H", "H", "C", "O", "H", "H", "H", "H", "C", "O", "H", "H", "H", "H", "C", "O", "C", "C", "O", "C", "H", "H", "H", "H", "H", "H", "H", "H", "H", "H", "C", "O", "C", "C", "O", "C", "H", "H", "H", "H", "H", "H", "H", "H", "H", "H", "C", "O", "C", "C", "O", "C", "H", "H", "H", "H", "H", "H", "H", "H", "H", "H"],
  "xyz": [[0.47283, -0.65834, 1.06303], [1.08253, 0.46178, 0.11121], [-0.72774, -0.99098, -0.03377], [1.29003, -1.72868, 0.14819], [-0.04310, -1.84902, 1.98471], [1.79499, -0.47368, 1.93703], [-0.36603, 0.47082, 1.88022], [5.45279, 5.58017, -0.05599], [6.30885, 6.77155, -0.09696], [6.27987, 7.29611, 1.33217], [4.94595, 7.01593, 1.69485], [4.59981, 5.75819, 1.14685], [6.10717, 4.73026, 0.13773], [4.99671, 5.34011, -1.01645], [5.91805, 7.52686, -0.77878], [7.30100, 6.46400, -0.42735], [6.48931, 8.36497, 1.37435], [6.95279, 6.74659, 1.99043], [3.51853, 5.83080, 1.03001], [4.74793, 4.95873, 1.87280], [0.97739, 1.24512, 8.99141], [0.72090, 1.38690, 10.47712], [2.02427, 1.01730, 11.12154], [3.05456, 1.49861, 10.23468], [2.53218, 1.29155, 8.87975], [0.58472, 2.04029, 8.35768], [0.65061, 0.26246, 8.65128], [-0.12544, 0.75784, 10.75296], [0.43152, 2.39345, 10.77915], [2.07085, -0.05489, 11.31219], [2.14782, 1.41245, 12.12984], [2.94404, 0.35338, 8.50785], [2.81099, 2.09568, 8.19876], [3.28193, -6.70852, 4.20705], [2.40047, -7.76838, 4.39175], [2.92507, -6.04629, 3.41825], [3.48707, -6.12318, 5.10337], [4.20865, -7.18985, 3.89464], [2.13516, -7.73430, 5.31373], [4.01303, -8.26830, -2.48258], [3.72016, -8.95238, -1.28362], [3.50850, -7.30245, -2.50878], [5.07245, -8.03943, -2.59811], [3.67634, -8.87363, -3.32419], [4.47972, -9.51949, -1.13180], [-3.10191, -0.09904, -6.57061], [-3.56970, -0.99485, -5.58321], [-2.02444, 0.05206, -6.50488], [-3.32384, -0.56458, -7.53088], [-3.67980, 0.82107, -6.48378], [-3.19486, -0.76932, -4.72867], [-5.26341, -0.71901, 6.68980], [-6.68183, -0.76307, 6.67450], [-4.96185, -1.40819, 5.90101], [-4.86988, 0.27937, 6.49883], [-4.98338, -1.11951, 7.66411], [-6.92478, -0.36664, 5.83461], [-2.95606, -6.33254, -0.45942], [-1.66655, -6.62466, 0.05420], [-2.97917, -5.64079, -1.30146], [-3.48323, -7.19458, -0.86818], [-3.62127, -5.98606, 0.33150], [-1.30702, -5.74473, 0.18858], [-1.37288, -6.02135, 8.51550], [-0.56567, -7.14609, 8.85968], [-1.60054, -5.97748, 7.45044], [-2.35428, -6.14378, 8.97372], [-0.90994, -5.10167, 8.87323], [-0.00656, -6.96442, 9.61863], [-1.45501, 5.54660, -4.85188], [-1.09568, 5.62384, -6.23412], [-0.38914, 6.83761, -6.50995], [0.03744, 6.96107, -8.01056], [-1.08625, 6.86513, -8.88839], [-1.58543, 5.51442, -9.07584], [-2.04691, 4.65056, -4.66515], [-2.02154, 6.42475, -4.54205], [-0.57223, 5.53771, -4.21257], [0.51389, 6.87499, -5.90066], [-0.98659, 7.68735, -6.17966], [0.85576, 6.32271, -8.34363], [0.39491, 7.97995, -8.15948], [-0.77811, 4.78466, -9.13735], [-2.14748, 5.53717, -10.00948], [-2.24787, 5.19449, -8.27151], [6.65476, 1.65794, -6.95682], [6.33165, 0.39925, -6.36011], [4.94593, 0.09307, -6.53668], [4.58954, -1.19331, -5.77355], [4.90200, -2.37904, -6.48568], [6.32234, -2.68660, -6.57446], [7.72778, 1.80429, -7.08053], [6.29193, 2.44516, -6.29597], [6.23215, 1.73873, -7.95831], [4.71127, -0.04847, -7.59167], [4.34851, 0.93191, -6.17955], [3.52554, -1.23358, -5.54036], [5.07918, -1.16983, -4.80000], [6.95112, -2.02410, -7.16930], [6.40636, -3.72296, -6.90154], [6.79167, -2.70777, -5.59090], [-9.51443, -3.06122, 0.11384], [-8.81403, -2.02000, 0.78866], [-8.46102, -0.95145, -0.08207], [-7.69781, -0.03117, 0.86770], [-8.59587, 0.58059, 1.79316], [-9.56045, 1.43380, 1.24264], [-8.94182, -3.56983, -0.66175], [-10.37309, -2.65850, -0.42339], [-9.76582, -3.73090, 0.93629], [-9.33605, -0.45722, -0.50416], [-7.92168, -1.31405, -0.95713], [-7.25832, 0.74831, 0.24530], [-6.88989, -0.60337, 1.32372], [-9.19588, 2.13466, 0.49165], [-9.93147, 2.11700, 2.00664], [-10.39610, 0.87525, 0.82097]],
  "forces_ev_per_angstrom": [[0.60, -0.99, -2.29], [-0.52, 1.51, -0.91], [-0.71, 1.20, 1.04], [0.86, -1.01, 0.11], [-0.46, 0.06, 0.74], [0.14, 0.05, 1.57], [0.06, -0.82, -0.29], [0.29, -2.21, -0.83], [1.54, 1.24, -0.51], [-0.24, -0.29, -0.61], [-0.03, 0.85, 0.81], [-1.72, 0.25, 1.06], [-0.01, -0.24, -0.05], [-0.46, 0.22, 0.20], [0.06, 0.13, 0.03], [0.17, 0.43, -0.09], [-0.18, -0.04, 0.28], [0.34, -0.03, 0.06], [-0.01, -0.23, -0.51], [0.24, -0.07, 0.17], [1.27, -0.17, -0.45], [-1.06, 0.43, 0.18], [0.50, -0.13, 0.28], [-1.05, -0.21, -0.39], [-0.25, -0.10, 0.75], [-0.40, -0.22, 0.19], [-0.26, 0.20, -0.19], [0.15, -0.16, 0.30], [0.13, 0.18, -0.24], [0.30, -0.46, -0.58], [0.22, 0.60, -0.19], [-0.02, -0.03, -0.10], [0.46, 0.08, 0.41], [1.09, 0.19, -0.71], [-1.09, -0.52, 0.90], [0.04, 0.08, 0.02], [-0.14, 0.01, 0.09], [0.41, 0.53, -0.18], [-0.32, -0.29, -0.10], [-0.15, 0.27, -0.44], [0.34, 0.06, 0.24], [-0.24, -0.16, 0.16], [0.17, -0.15, 0.04], [0.04, 0.13, -0.29], [-0.16, -0.16, 0.29], [-0.38, -0.29, 0.09], [-0.04, -0.51, 0.19], [0.00, 0.26, 0.00], [0.03, 0.10, -0.03], [0.35, 0.37, -0.24], [0.06, 0.07, 0.01], [-0.45, -0.87, -0.18], [-0.38, 0.61, 0.03], [0.77, 0.06, 0.08], [0.11, 0.01, 0.21], [0.36, 0.24, -0.12], [-0.41, -0.05, -0.03], [-0.94, -0.35, -0.08], [-0.58, 0.22, -0.58], [0.39, 0.41, 0.15], [0.57, -0.59, 0.18], [0.00, 0.38, 0.08], [0.57, -0.04, 0.25], [-0.28, -0.22, 0.68], [0.06, -0.26, -0.59], [0.67, -0.12, -0.08], [-0.09, 0.20, 0.32], [-0.14, 0.15, -0.27], [-0.20, 0.26, -0.07], [0.27, 0.24, -0.30], [0.15, 0.37, 0.30], [0.51, -0.71, -0.56], [-1.55, 0.46, 0.55], [0.19, -1.05, 0.15], [-0.01, 0.78, -0.01], [0.11, 0.05, -0.26], [-0.30, 0.13, -0.12], [0.24, -0.22, 0.00], [0.35, -0.07, 0.15], [-0.29, 0.20, -0.36], [-0.10, -0.54, 0.34], [0.06, 0.12, 0.19], [0.19, 0.06, -0.11], [0.11, -0.05, -0.01], [0.07, 0.21, 0.06], [-0.15, -0.39, 0.35], [0.15, 0.21, -0.58], [0.19, -0.43, 0.49], [0.38, 0.36, -0.19], [1.32, 0.01, -0.22], [-0.64, -0.40, 0.78], [0.08, -0.47, 0.32], [-0.19, 0.30, -0.20], [-0.29, 0.10, -0.04], [0.05, -0.04, -0.26], [-0.19, 0.11, 0.21], [-0.08, 0.04, -0.37], [0.33, -0.04, 0.11], [-0.52, 0.18, -0.35], [-0.23, 0.16, -0.44], [-0.21, 0.29, 0.40], [0.20, 0.52, 0.68], [-0.38, -0.47, -1.32], [0.10, -0.46, 1.27], [-0.78, 0.77, -1.80], [0.88, -0.28, 0.49], [-0.20, 0.33, -0.04], [0.55, -0.11, 0.15], [-0.49, 0.00, 0.30], [-0.38, -0.27, -0.49], [-0.36, 0.09, 0.15], [0.64, -0.03, 0.11], [0.35, 0.32, 0.04], [-0.39, 0.23, 0.57], [0.50, -0.23, -0.46], [-0.05, -0.43, 0.40], [-0.16, 0.02, -0.03]]
}

Values for relative energy (zero: lowest compared OMol25 entry of this formula, charge and spin), kcal/mol, ordered as above
15.0; 92.5